Record 1
Here is a molecular structure, C36H54F36Li3N9O24S12 from the OMol25 dataset. Energies are from ωB97M-V with the def2-TZVPD basis set.

Each line ends with the Mulliken charge.
Element x y z (Å)
Li: -3.67 14.65 -3.69  0.751
Li: -5.90 13.72 -5.05  0.978
Li: 0.61 12.45 -6.79  1.194
C: -6.26 20.74 -10.06  -1.505
C: -4.74 20.50 -9.91  0.120
C: -4.12 21.46 -8.89  -0.824
N: -2.98 20.75 -8.12  0.455
C: -2.34 21.87 -7.26  -1.087
C: -1.86 20.05 -8.93  -0.904
C: -2.09 18.53 -8.88  -0.216
C: -2.70 18.41 -7.50  0.749
C: -3.58 19.61 -7.25  -0.875
H: -6.46 21.64 -10.64  0.374
H: -6.74 20.93 -9.10  0.354
H: -6.82 19.89 -10.43  0.382
H: -4.34 20.65 -10.92  0.443
H: -4.58 19.44 -9.72  0.024
H: -4.88 21.64 -8.12  0.409
H: -3.69 22.39 -9.25  0.450
H: -3.21 22.11 -6.65  0.396
H: -2.05 22.50 -8.10  0.471
H: -1.48 21.51 -6.70  0.371
H: -0.96 20.30 -8.37  0.402
H: -1.72 20.42 -9.95  0.312
H: -1.21 17.88 -8.96  0.250
H: -2.78 18.32 -9.70  0.252
H: -1.95 18.57 -6.72  0.275
H: -3.33 17.56 -7.24  -0.544
H: -3.64 19.89 -6.20  0.268
H: -4.61 19.50 -7.59  0.141
C: -3.29 11.67 -10.47  -0.453
C: -3.97 10.37 -10.91  -0.303
C: -5.40 10.64 -11.32  0.085
N: -6.07 9.43 -11.87  0.796
C: -5.69 9.25 -13.35  -1.105
C: -7.61 9.52 -11.95  -0.671
C: -8.18 8.71 -10.79  -0.843
C: -6.98 8.08 -10.08  0.511
C: -5.88 8.13 -11.13  -1.134
H: -3.38 12.40 -11.28  0.397
H: -2.26 11.52 -10.16  0.427
H: -3.89 12.10 -9.67  -0.628
H: -3.88 9.64 -10.10  0.322
H: -3.38 9.87 -11.68  0.425
H: -5.35 11.37 -12.12  0.382
H: -5.91 10.93 -10.41  -0.481
H: -5.90 8.23 -13.68  0.326
H: -4.63 9.46 -13.51  0.301
H: -6.26 10.03 -13.84  0.527
H: -7.98 9.16 -12.90  0.418
H: -7.94 10.56 -11.96  0.336
H: -8.67 7.91 -11.35  0.370
H: -8.88 9.31 -10.21  0.351
H: -7.08 7.09 -9.64  0.788
H: -6.88 8.76 -9.23  -0.640
H: -6.04 7.27 -11.79  0.464
H: -4.91 7.94 -10.68  0.332
C: -5.62 9.30 -1.04  -1.637
C: -7.09 8.81 -1.20  0.388
C: -7.33 7.42 -1.81  0.018
N: -8.82 7.12 -2.05  1.033
C: -9.49 8.06 -3.11  -0.803
C: -9.11 5.65 -2.38  -0.660
C: -10.42 5.26 -1.70  -0.510
C: -10.87 6.46 -0.87  -0.894
C: -9.62 7.34 -0.78  -0.734
H: -5.25 8.72 -0.20  0.535
H: -5.59 10.35 -0.75  0.321
H: -4.97 9.16 -1.89  0.234
H: -7.62 9.53 -1.81  -0.090
H: -7.38 8.77 -0.15  0.229
H: -7.03 6.56 -1.23  0.533
H: -6.86 7.41 -2.80  -0.547
H: -8.97 9.00 -3.21  -0.120
H: -10.56 8.03 -2.97  0.484
H: -9.17 7.43 -3.95  0.327
H: -8.93 5.42 -3.43  0.476
H: -8.27 5.04 -2.04  0.393
H: -11.10 5.03 -2.51  0.322
H: -10.28 4.42 -1.02  0.317
H: -11.71 6.93 -1.39  0.298
H: -11.24 6.16 0.11  0.429
H: -9.82 8.39 -0.58  0.329
H: -8.96 7.02 0.03  0.546
C: -7.49 13.10 -2.24  0.568
F: -8.39 13.77 -2.94  -0.161
F: -7.97 12.72 -1.05  -0.220
F: -7.23 11.97 -2.87  -0.130
S: -5.91 14.20 -1.99  0.835
O: -6.12 14.95 -0.78  -0.595
O: -4.76 13.31 -1.94  -0.567
N: -5.68 15.08 -3.48  -0.053
S: -6.40 16.48 -3.22  0.719
O: -7.78 16.43 -2.79  -0.608
O: -5.61 17.38 -2.44  -0.623
C: -6.55 17.07 -5.03  0.574
F: -5.35 17.13 -5.60  -0.192
F: -7.33 16.27 -5.72  -0.214
F: -7.01 18.32 -4.94  -0.232
C: 1.40 13.60 -10.67  0.438
F: 0.80 13.99 -11.78  -0.205
F: 1.76 12.33 -10.70  -0.156
F: 2.50 14.36 -10.53  -0.203
S: 0.24 13.90 -9.19  0.854
O: -0.51 15.10 -9.57  -0.553
O: -0.49 12.66 -9.10  -0.532
N: 1.24 13.99 -7.82  -0.402
S: 0.99 15.53 -7.35  0.722
O: 1.52 16.44 -8.36  -0.688
O: -0.36 15.75 -6.90  -0.376
C: 2.17 15.82 -5.91  0.439
F: 3.39 15.31 -6.14  -0.199
F: 2.36 17.12 -5.69  -0.214
F: 1.65 15.31 -4.80  -0.181
C: 2.81 9.23 -7.83  0.579
F: 4.08 9.26 -7.41  -0.219
F: 2.76 10.07 -8.87  -0.165
F: 2.52 7.98 -8.17  -0.199
S: 1.69 9.87 -6.47  0.683
O: 0.37 10.09 -7.04  -0.577
O: 1.73 8.88 -5.43  -0.436
N: 2.21 11.49 -6.17  -0.563
S: 3.03 11.40 -4.82  0.806
O: 3.82 10.22 -4.56  -0.585
O: 3.73 12.64 -4.63  -0.635
C: 1.60 11.48 -3.54  0.672
F: 2.07 11.07 -2.35  -0.253
F: 1.22 12.77 -3.46  -0.187
F: 0.52 10.79 -3.86  -0.150
C: -4.19 14.31 -7.72  -0.043
F: -4.67 13.11 -8.04  -0.311
F: -3.51 14.73 -8.76  -0.153
F: -5.19 15.11 -7.40  0.021
S: -3.00 14.10 -6.24  0.806
O: -1.71 13.56 -6.52  0.344
O: -3.00 15.40 -5.60  -0.725
N: -4.06 13.17 -5.16  0.313
S: -3.39 11.69 -5.37  0.075
O: -3.34 11.28 -6.75  -0.221
O: -2.17 11.47 -4.63  -0.487
C: -4.77 10.70 -4.50  0.009
F: -4.77 10.98 -3.20  -0.216
F: -5.95 11.00 -5.02  0.224
F: -4.49 9.43 -4.67  -0.081
C: -7.98 13.25 -9.01  0.189
F: -9.03 12.95 -9.76  -0.237
F: -6.84 12.93 -9.61  -0.039
F: -7.94 14.54 -8.73  -0.212
S: -8.07 12.27 -7.47  1.290
O: -7.29 11.06 -7.71  -0.425
O: -7.49 13.16 -6.47  -0.911
N: -9.69 12.07 -7.09  -0.785
S: -9.61 10.81 -6.19  1.232
O: -9.76 9.61 -7.01  -0.711
O: -8.57 10.74 -5.17  -0.532
C: -11.24 10.84 -5.15  0.378
F: -11.22 9.65 -4.51  -0.172
F: -11.45 11.90 -4.39  -0.178
F: -12.21 10.70 -6.06  -0.216
C: -5.69 6.93 -6.89  0.540
F: -5.57 6.06 -7.89  -0.282
F: -4.64 7.70 -6.83  -0.112
F: -6.82 7.61 -7.10  -0.171
S: -5.87 6.06 -5.13  0.849
O: -4.95 6.78 -4.32  -0.716
O: -7.27 6.17 -4.69  -0.553
N: -5.41 4.45 -5.33  -0.469
S: -6.59 3.53 -5.72  1.032
O: -7.51 3.23 -4.66  -0.628
O: -7.17 3.84 -7.02  -0.624
C: -5.48 1.98 -6.00  0.594
F: -4.84 1.98 -7.16  -0.224
F: -4.54 1.97 -5.03  -0.245
F: -6.16 0.84 -5.89  -0.220

As for the spin multiplicity: 1.

***

Record 2
Here is a single C11H23NO2 molecule from the OMol25 dataset. Energies are from ωB97M-V with the def2-TZVPD basis set.

Each line ends with the Mulliken charge.
Element x y z (Å)
C: -0.55 -0.19 0.32  0.072
C: -1.54 1.37 2.02  -1.580
C: 3.99 -1.23 0.73  -1.901
C: 3.50 -1.73 -1.58  -1.844
C: 3.43 0.47 -0.64  -2.196
C: -3.68 -0.42 0.50  -1.057
C: -3.41 1.98 0.48  -0.954
C: -2.74 0.65 -1.41  -1.110
C: 1.51 -1.05 -0.19  -0.824
C: -1.58 0.60 0.80  0.638
C: 3.02 -0.97 -0.38  2.273
N: -2.79 0.71 0.06  0.514
O: -0.95 -0.77 -0.66  -0.722
O: 0.85 -0.06 0.65  -0.443
H: -0.62 1.10 2.62  0.359
H: -2.46 1.18 2.63  0.358
H: -1.54 2.47 1.86  0.227
H: 4.12 -0.37 1.29  0.495
H: 4.90 -1.50 0.38  0.533
H: 3.79 -2.09 1.42  0.352
H: 4.59 -1.64 -1.65  0.491
H: 3.04 -1.35 -2.53  0.397
H: 3.18 -2.81 -1.51  0.335
H: 4.41 0.57 -0.91  0.522
H: 2.92 0.73 -1.53  0.489
H: 3.10 1.06 0.16  0.500
H: -3.95 -0.60 1.49  0.416
H: -4.67 -0.46 -0.09  0.353
H: -3.25 -1.34 0.20  0.428
H: -3.76 1.74 1.46  0.492
H: -2.74 2.83 0.61  0.324
H: -4.13 2.33 -0.18  0.292
H: -1.93 1.17 -1.79  0.409
H: -2.84 -0.38 -1.68  0.411
H: -3.59 1.24 -1.85  0.300
H: 1.23 -2.13 0.12  0.240
H: 1.13 -1.12 -1.21  0.409

Its energy above the lowest of the compared OMol25 structures with the same formula, charge and spin is 0.0000 eV. As for the spin multiplicity: 1.

***

Record 3
Here is a molecular structure, C25H22BrLuO3 from the OMol25 dataset. Energies are from ωB97M-V with the def2-TZVPD basis set.

Each line ends with the Mulliken charge.
Element x y z (Å)
C: -0.09 0.76 2.42  -0.468
C: 1.24 1.27 2.24  -0.767
C: 1.19 2.27 1.22  -0.706
H: 2.12 1.00 2.83  0.427
C: -0.18 2.42 0.82  -0.034
C: -0.96 1.47 1.54  -1.087
H: -2.04 1.34 1.50  0.547
H: -0.41 0.01 3.14  0.687
H: 2.03 2.88 0.89  0.479
H: -0.58 3.22 0.20  0.429
C: 0.13 -1.19 -2.01  -1.006
C: -0.08 -2.16 -0.99  -0.311
C: -1.19 -1.75 -0.19  -0.122
H: 0.44 -3.11 -0.89  0.389
C: -1.68 -0.51 -0.72  -1.066
C: -0.87 -0.17 -1.84  -0.112
H: -1.04 0.65 -2.53  0.438
H: 0.86 -1.25 -2.82  0.440
H: -1.64 -2.33 0.61  0.390
H: -2.54 0.04 -0.35  0.533
Lu: 0.54 -0.04 0.21  1.902
O: 0.76 1.97 -1.81  -0.118
C: 1.92 2.61 -2.31  -0.710
C: 0.81 3.59 -2.24  -0.439
H: 2.71 2.71 -1.56  0.266
H: 2.15 2.35 -3.34  0.252
H: 0.75 4.26 -1.38  0.454
H: -0.40 5.89 -2.45  0.320
C: -0.42 5.36 -3.40  -0.476
C: 0.13 4.05 -3.42  1.040
C: 0.12 3.33 -4.64  -0.280
H: 0.52 2.31 -4.68  0.268
C: -0.35 3.94 -5.80  -0.702
H: -0.28 3.39 -6.75  0.349
C: -0.89 5.23 -5.77  -0.400
H: -1.24 5.69 -6.69  0.362
C: -0.93 5.93 -4.55  -0.585
H: -1.34 6.95 -4.52  0.362
Br: -0.79 -4.98 1.50  -0.140
C: 0.55 -4.89 2.83  -0.027
C: 0.93 -6.07 3.49  -0.490
C: 1.85 -6.04 4.55  -0.478
C: 2.43 -4.82 4.90  -0.585
C: 2.07 -3.64 4.24  -0.322
C: 1.14 -3.65 3.17  0.625
C: 0.53 -2.38 2.57  0.390
O: -0.63 -2.12 2.97  -0.644
O: 1.16 -1.68 1.65  -0.748
H: 0.48 -7.02 3.19  0.353
H: 2.09 -6.97 5.07  0.348
H: 3.14 -4.81 5.72  0.359
H: 2.52 -2.70 4.53  0.416

Its energy above the lowest of the compared OMol25 structures with the same formula, charge and spin is 0.0000 eV. As for the spin multiplicity: 1.

***

Record 4
Here is 8 unconnected molecules or ions with the total composition C30H58N2O26P4 from the OMol25 dataset. Energies are from ωB97M-V with the def2-TZVPD basis set.

Each line ends with the Mulliken charge.
Element x y z (Å)
C: 3.76 6.74 5.83  -0.755
C: 3.48 5.43 5.87  0.421
C: 4.52 4.40 5.84  0.644
O: 4.35 3.21 5.70  -0.581
C: 5.86 4.92 6.02  -0.746
C: 6.17 6.20 5.96  0.319
C: 5.19 7.24 5.77  0.829
O: 5.43 8.40 5.47  -0.596
O: 7.44 6.62 6.04  -0.528
O: 2.20 5.01 6.00  -0.521
H: 2.98 7.48 5.88  0.420
H: 6.63 4.16 6.02  0.414
H: 7.45 7.52 5.70  0.337
H: 1.99 4.13 5.67  0.343
C: 3.70 -8.17 -3.84  -0.711
C: 2.46 -7.70 -4.11  0.405
C: 1.98 -6.41 -3.61  0.631
O: 0.93 -5.80 -3.92  -0.621
C: 3.04 -5.72 -2.81  -0.760
C: 4.32 -6.21 -2.55  0.625
C: 4.77 -7.53 -3.10  0.492
O: 5.77 -8.06 -2.61  -0.573
O: 5.14 -5.54 -1.77  -0.505
O: 1.51 -8.50 -4.68  -0.496
H: 3.78 -9.20 -4.16  0.402
H: 2.73 -4.83 -2.29  0.438
H: 6.04 -5.83 -1.95  0.338
H: 0.77 -7.94 -4.92  0.336
C: -1.91 4.41 -5.15  0.146
O: -2.10 4.11 -3.96  -0.591
N: -2.04 3.47 -6.17  0.114
C: -1.52 3.90 -7.47  -0.977
C: -2.69 2.13 -6.12  -0.832
H: -1.48 5.36 -5.48  0.272
H: -1.04 3.11 -8.04  0.298
H: -0.79 4.71 -7.38  0.330
H: -2.41 4.22 -8.01  0.349
H: -2.34 1.80 -5.15  0.309
H: -3.77 2.28 -6.08  0.279
H: -2.35 1.48 -6.93  0.302
C: -0.83 0.64 1.97  0.198
O: -0.45 0.75 3.19  -0.643
N: -0.10 0.05 1.00  0.137
C: -0.58 -0.14 -0.28  -0.948
C: 1.11 -0.70 1.27  -1.015
H: -1.81 1.07 1.72  0.276
H: -0.51 -1.22 -0.45  0.355
H: 0.02 0.33 -1.06  0.282
H: -1.62 0.18 -0.42  0.317
H: 1.78 -0.23 1.99  0.306
H: 0.98 -1.74 1.59  0.347
H: 1.76 -0.79 0.39  0.389
C: 8.34 0.31 -7.39  -0.706
O: 7.40 -0.59 -7.97  -0.313
P: 6.50 -1.50 -6.92  1.086
O: 7.25 -2.04 -5.81  -0.650
O: 5.36 -0.37 -6.47  -0.322
C: 4.05 -0.76 -6.04  -0.578
O: 5.74 -2.50 -7.89  -0.307
C: 6.64 -3.52 -8.50  -0.712
H: 9.31 0.24 -7.88  0.263
H: 8.61 0.08 -6.35  0.335
H: 7.89 1.30 -7.46  0.246
H: 3.43 0.12 -6.14  0.207
H: 4.04 -1.17 -5.03  0.256
H: 3.80 -1.57 -6.72  0.300
H: 6.72 -3.34 -9.57  0.275
H: 6.14 -4.46 -8.30  0.277
H: 7.65 -3.65 -8.11  0.343
C: 6.02 -6.14 8.80  -0.660
O: 6.48 -4.90 8.46  -0.300
P: 6.18 -3.60 9.39  1.093
O: 6.45 -3.73 10.86  -0.677
O: 7.01 -2.38 8.71  -0.307
C: 7.43 -1.22 9.38  -0.668
O: 4.62 -3.38 8.99  -0.319
C: 4.16 -3.24 7.64  -0.689
H: 6.74 -6.84 8.36  0.220
H: 4.99 -6.31 8.48  0.232
H: 6.08 -6.16 9.88  0.347
H: 6.83 -0.37 9.06  0.261
H: 8.39 -0.80 9.11  0.247
H: 7.46 -1.40 10.46  0.336
H: 3.59 -4.12 7.32  0.262
H: 4.85 -2.98 6.84  0.318
H: 3.53 -2.35 7.71  0.305
C: -6.59 -0.02 5.59  -0.647
O: -6.79 1.36 6.00  -0.316
P: -7.68 2.38 5.08  1.021
O: -8.45 3.39 5.81  -0.676
O: -6.62 2.88 3.93  -0.247
C: -6.19 4.23 3.87  -0.682
O: -8.82 1.40 4.24  -0.339
C: -10.06 1.89 3.95  -0.724
H: -5.85 -0.36 6.31  0.280
H: -6.07 -0.23 4.66  0.310
H: -7.46 -0.67 5.63  0.280
H: -6.30 4.65 2.87  0.265
H: -5.10 4.26 3.90  0.272
H: -6.62 4.92 4.59  0.312
H: -10.79 1.50 4.66  0.260
H: -10.19 1.69 2.89  0.305
H: -10.22 2.97 3.87  0.325
C: -10.06 -0.99 -5.91  -0.660
O: -10.62 0.12 -5.24  -0.291
P: -9.72 1.49 -5.05  1.051
O: -8.77 1.79 -6.15  -0.663
O: -10.80 2.70 -4.88  -0.336
C: -11.78 2.77 -3.84  -0.675
O: -9.20 1.41 -3.52  -0.275
C: -8.35 2.40 -3.04  -0.712
H: -10.64 -1.84 -5.56  0.248
H: -9.00 -1.19 -5.75  0.310
H: -10.20 -0.79 -6.97  0.280
H: -12.69 2.39 -4.31  0.267
H: -11.86 3.75 -3.36  0.279
H: -11.55 2.14 -2.99  0.315
H: -7.61 1.81 -2.50  0.260
H: -8.99 2.87 -2.30  0.257
H: -7.81 3.02 -3.76  0.345

Its energy above the lowest of the compared OMol25 structures with the same formula, charge and spin is 4.5753 eV. As for the spin multiplicity: 1.

***

| no. | maximum force (eV/A) | highest occupied orbital energy (eV) |
| --- | --- | --- |
| 1 | 4.86 | -8.9 |
| 2 | 4.99 | -6.6 |
| 3 | 2.91 | -8.2 |
| 4 | 5.40 | -9.3 |